The following is a DFT calculation (ωB97M-V with the def2-TZVPD basis set) of C2 in the gas phase in a non-equilibrium geometry.

The largest force on an atom is 0.1249 Eh/bohr. As for the energy above the lowest of the compared OMol25 structures with the same formula, charge and spin: 34.0 kcal/mol. Its LUMO energy is -3.5 eV. Its total energy is -75.823248 Ha. Its HOMO-LUMO gap is 6.69 eV. The HOMO energy is -0.3760 hartree. For the molar mass, the calculation gives 24.0 g mol⁻¹.

CARTESIAN COORDINATES (ANGSTROEM)
C 0.42074 -0.71322 0.08261
C -0.42074 0.71322 -0.08261


The following is a DFT calculation (ωB97M-V with the def2-TZVPD basis set) of a molecular structure, C20H10Br2MnN3O3S.

The largest force on an atom is 0.0077 Eh/bohr. As for the energy above the lowest of the compared OMol25 structures with the same formula, charge and spin: 0.0 kcal/mol. Its LUMO energy (spin up / spin down) is -1.7 / -1.3 eV. Its total energy is -7855.479909 Ha. Its HOMO-LUMO gap (spin up / spin down) is 6.67 / 7.16 eV. The HOMO energy (spin up / spin down) is -0.3078 / -0.3112 hartree. For the molar mass, the calculation gives 587.1 g mol⁻¹. Its spin multiplicity is 5.

CARTESIAN COORDINATES (ANGSTROEM)
Mn -1.44698 -0.81188 -1.64575
Br -1.39694 4.21401 -1.28126
C 0.02633 3.00812 -1.51660
C 1.34519 3.49386 -1.52157
C 2.41278 2.65714 -1.69509
Br 4.16387 3.36729 -1.69456
C 2.21317 1.26449 -1.86843
C 3.22030 0.29994 -2.06188
C 2.88248 -1.01845 -2.22591
C 1.53582 -1.39901 -2.18064
N 0.57175 -0.52135 -1.98079
C 0.88448 0.80021 -1.84414
C -0.24384 1.66169 -1.68777
O -1.42824 1.12282 -1.72411
H 1.50246 4.55480 -1.38686
H 4.25492 0.61449 -2.08424
H 3.63759 -1.77395 -2.38505
H 1.23876 -2.43261 -2.29434
O -5.00640 -0.49038 -0.10256
C -3.82440 -0.60666 -0.30608
O -3.28504 -0.90021 -1.45896
C -2.83295 -0.47843 0.83578
C -3.30646 -0.14861 2.11694
C -2.40141 -0.04092 3.12973
C -1.03438 -0.29258 2.87305
C -0.05380 -0.22004 3.88863
C 1.25358 -0.49743 3.61107
C 1.63027 -0.87701 2.30683
C 0.70570 -0.95196 1.30392
C -0.64691 -0.64389 1.55905
N -1.56700 -0.69963 0.55168
H -4.36682 0.01213 2.23956
H -2.70984 0.22631 4.13282
H -0.36448 0.05676 4.88830
H 2.00140 -0.44241 4.39044
H 2.66325 -1.12449 2.10044
H 0.99345 -1.28289 0.31756
S -1.48967 -2.69473 -3.10882
C -1.04852 -3.35649 -1.62660
N -0.68348 -3.64804 -0.56379